Entry from the OMol25 dataset: a structure of composition C34H30AsBr2N2O3Sm (ωB97M-V/def2-TZVPD).

Last column: Mulliken charge in e.
Atoms and positions in Å:
Sm 0.18 -0.75 0.47  1.012
Br -0.46 4.13 -0.39  -0.174
C 1.28 3.42 -0.18  -0.023
C 2.36 4.29 -0.05  -0.404
C 3.63 3.78 0.05  -0.082
Br 5.10 4.99 0.15  -0.248
C 3.86 2.39 0.04  0.935
C 5.14 1.81 0.08  -0.700
C 5.25 0.45 0.08  -1.138
C 4.09 -0.34 0.07  -0.080
N 2.87 0.15 0.02  0.199
C 2.74 1.51 -0.02  0.193
C 1.40 2.03 -0.19  -0.250
O 0.41 1.24 -0.40  -0.142
H 2.20 5.36 -0.04  0.459
H 6.01 2.45 0.12  0.323
H 6.22 -0.04 0.08  0.420
H 4.20 -1.41 0.10  0.375
C -0.83 0.32 2.94  -0.478
O 0.18 -0.51 2.49  -0.625
H -0.62 0.68 3.96  0.321
H -1.81 -0.20 2.98  0.161
H -0.95 1.23 2.30  0.164
O -2.14 0.01 0.06  0.310
As -3.27 -0.12 -1.10  0.965
C -4.31 1.52 -1.38  0.189
C -3.64 2.67 -1.77  -0.438
C -4.34 3.84 -2.02  -0.635
C -5.72 3.85 -1.88  -0.474
C -6.40 2.70 -1.49  -0.695
C -5.69 1.54 -1.24  -0.280
C -2.40 -0.59 -2.80  0.190
C -3.10 -0.88 -3.97  -0.488
C -2.41 -1.31 -5.09  -0.755
C -1.03 -1.41 -5.07  -0.556
C -0.33 -1.04 -3.93  -0.935
C -1.02 -0.64 -2.80  0.047
C -4.64 -1.45 -0.62  0.382
C -5.30 -2.26 -1.53  -0.253
C -6.21 -3.21 -1.07  -0.755
C -6.46 -3.33 0.29  -0.478
C -5.83 -2.50 1.19  -0.789
C -4.92 -1.56 0.74  -0.400
H -2.55 2.65 -1.86  0.424
H -3.82 4.73 -2.32  0.429
H -6.28 4.76 -2.08  0.389
H -7.47 2.71 -1.40  0.404
H -6.22 0.64 -0.92  0.387
H -4.18 -0.78 -4.00  0.452
H -2.95 -1.58 -5.99  0.412
H -0.50 -1.76 -5.94  0.402
H 0.75 -1.07 -3.92  0.481
H -0.46 -0.35 -1.90  0.523
H -5.11 -2.18 -2.59  0.191
H -6.72 -3.85 -1.77  0.388
H -7.16 -4.09 0.64  0.382
H -6.04 -2.59 2.25  0.394
H -4.39 -0.92 1.44  0.456
C 2.77 -3.44 0.20  -0.901
C 1.38 -3.96 0.02  0.427
C 0.95 -5.26 -0.12  -0.985
C -0.45 -5.20 -0.23  -0.975
C -0.79 -3.87 -0.16  -0.054
C -2.14 -3.23 -0.20  -0.111
N 0.33 -3.09 -0.02  0.077
H 3.44 -4.25 0.49  0.291
H 2.77 -2.68 0.99  0.196
H 3.14 -3.02 -0.74  0.152
H 1.55 -6.15 -0.12  0.455
H -1.12 -6.04 -0.34  0.469
H -2.91 -3.95 0.07  0.378
H -2.36 -2.84 -1.21  0.011
H -2.18 -2.41 0.54  0.086

Calculated values
- <S²> = 8.7573
- E_HOMO (spin up / spin down) (Ha) = -0.24199 / -0.24197
- energy above the lowest of the compared OMol25 structures with the same formula, charge and spin (eV) = 0.928
- M (g mol⁻¹) = 899.715
- multiplicity = 6
- calculated total energy (eV) = -263697.05839
- maximum force (eV/Å) = 2.223
- HOMO-LUMO gap (spin up / spin down) (hartree) = 0.2402 / 0.2404
- net charge = 0